This record from the Open Molecules 2025 dataset describes a molecular structure, C37H69Cl3CsN8O5S3SbSi2 in a non-equilibrium geometry. The level of theory is the ωB97M-V functional and the def2-TZVPD basis.

Positions of all 129 atoms, in Å:
Cs: -0.3007 0.4260 0.8254
N: -0.8232 0.8297 -2.1195
C: -1.5995 2.0612 -2.2550
C: -3.0202 1.8872 -1.6959
C: -3.0856 2.0659 -0.1724
O: -3.5429 3.1660 0.2224
O: -2.6910 1.1291 0.5695
H: 0.1534 1.0164 -2.3358
H: -1.1514 0.1392 -2.7845
H: -1.6748 2.3870 -3.3021
H: -1.0789 2.8556 -1.7170
H: -3.3843 0.8884 -1.9577
H: -3.6800 2.6361 -2.1324
C: 4.8506 0.4605 -2.4811
C: 3.4742 0.0990 -1.9125
C: 3.6320 -0.7882 -0.6828
C: 2.6519 -0.6490 -2.9667
O: 2.7616 1.2452 -1.4448
Si: 2.5294 2.7596 -2.0718
S: 1.0714 3.6959 -1.0001
O: 3.9963 3.5632 -2.1663
C: 4.7084 4.2863 -1.1670
C: 6.1630 4.3238 -1.6410
C: 4.6335 3.5984 0.1984
C: 4.1721 5.7180 -1.0675
O: 2.2279 2.4612 -3.6798
C: 2.1270 3.3215 -4.8008
C: 1.5407 4.6911 -4.4503
C: 3.5205 3.5014 -5.4147
C: 1.2053 2.6149 -5.7970
H: 5.3725 -0.4422 -2.8059
H: 5.4519 0.9623 -1.7200
H: 4.7406 1.1373 -3.3287
H: 4.2337 -1.6718 -0.9024
H: 2.6396 -1.0927 -0.3603
H: 4.0983 -0.2292 0.1302
H: 3.1860 -1.5409 -3.3034
H: 2.4620 0.0034 -3.8156
H: 1.6972 -0.9587 -2.5388
H: 6.5610 3.3088 -1.7020
H: 6.7748 4.9086 -0.9507
H: 6.2141 4.7752 -2.6343
H: 4.9350 2.5528 0.1077
H: 3.6073 3.6217 0.5672
H: 5.2851 4.0997 0.9174
H: 4.2757 6.2216 -2.0329
H: 4.7222 6.2819 -0.3093
H: 3.1165 5.6827 -0.8018
H: 2.2361 5.2442 -3.8166
H: 0.6176 4.5660 -3.8859
H: 1.3453 5.2618 -5.3619
H: 4.1886 3.8993 -4.6508
H: 3.4842 4.1892 -6.2634
H: 3.9109 2.5378 -5.7509
H: 0.2174 2.4894 -5.3499
H: 1.6015 1.6264 -6.0374
H: 1.1117 3.1970 -6.7169
C: 0.0803 -7.8682 -1.8539
C: -0.0845 -7.1449 -0.5153
C: -1.5195 -6.6596 -0.3249
C: 0.9129 -5.9832 -0.3266
N: 0.6394 -4.8048 -1.1326
C: 0.2935 -3.5725 -0.7256
N: 0.1660 -2.8058 -1.7824
N: 0.4238 -3.5914 -2.8426
N: 0.7117 -4.7862 -2.4730
H: -0.6535 -8.6730 -1.9383
H: 1.0783 -8.3033 -1.9469
H: -0.0634 -7.1787 -2.6812
H: 0.1473 -7.8559 0.2841
H: -1.7984 -5.9339 -1.0919
H: -1.6377 -6.1781 0.6472
H: -2.2194 -7.4950 -0.3840
H: 1.9258 -6.3217 -0.5515
H: 0.8834 -5.6423 0.7067
H: 0.1829 -3.2782 0.3065
N: -1.7950 -1.1971 2.3481
S: -1.8715 -2.1063 3.5993
C: -3.5784 -2.1640 4.2524
C: -4.3037 -0.9998 4.4560
C: -5.5826 -1.0757 4.9821
C: -6.1309 -2.3101 5.3102
C: -5.4090 -3.4727 5.0856
C: -4.1301 -3.3997 4.5490
C: -1.2967 -1.2210 5.0810
C: -0.8728 0.0902 4.9934
C: -0.4046 0.7385 6.1273
C: -0.3628 0.0626 7.3367
C: -0.7927 -1.2566 7.4175
C: -1.2613 -1.9030 6.2874
H: -2.2998 -0.3180 2.3922
H: -3.8655 -0.0401 4.2047
H: -6.1504 -0.1685 5.1464
H: -7.1242 -2.3636 5.7383
H: -5.8398 -4.4366 5.3272
H: -3.5581 -4.2996 4.3534
H: -0.9024 0.6097 4.0453
H: -0.0735 1.7665 6.0524
H: 0.0145 0.5623 8.2204
H: -0.7499 -1.7857 8.3615
H: -1.5848 -2.9369 6.3358
Cl: 0.7847 -3.9909 2.7275
Si: 1.8988 -2.0643 3.0007
Cl: 2.0536 -2.2276 5.1594
Cl: 3.8168 -2.9236 2.5365
C: -4.8244 -1.0485 -0.4132
Sb: -2.7692 -1.7247 -0.5542
C: -3.2562 -2.8978 -2.3535
C: -3.2100 -3.4223 0.7388
H: -5.4875 -1.8553 -0.0987
H: -5.1561 -0.6657 -1.3794
H: -4.8614 -0.2368 0.3131
H: -3.8914 -3.7534 -2.1159
H: -2.3444 -3.2555 -2.8347
H: -3.7844 -2.2644 -3.0703
H: -3.7862 -4.1875 0.2161
H: -3.7866 -3.0523 1.5856
H: -2.2828 -3.8541 1.1215
C: -1.2628 5.3944 0.1541
N: -0.6692 5.1308 1.4556
C: -1.2924 4.7274 2.5678
N: -2.6066 4.4367 2.5184
S: -0.4438 4.6773 4.0309
H: -0.5179 5.1872 -0.6108
H: -1.5789 6.4421 0.0864
H: -2.1303 4.7651 -0.0182
H: 0.3183 5.2936 1.5440
H: -2.9987 4.0148 1.6588
H: -2.9471 4.0355 3.3742

Output
E: -154572.811 eV
LUMO level: 3.4 eV
largest force on an atom: 3.15 eV/Å
2S+1: 1
total charge: -2

Results of the Löwdin charge analysis, in e, for atoms 1 through 2: Cs 0.89; N -0.07